(1)
# C37H85BClN4O11

A cluster of 5 separate species, C37H85BClN4O11 in total at a distorted geometry (wB97M-V/def2-TZVPD, the Open Molecules 2025 dataset).

Geometry as XYZ:
```
139
Properties=species:S:1:pos:R:3:forces:R:3:lowdin_charge:R:1
C -1.355646 -4.483811 4.203067 0.4 0.2 0.0 -0.01
C -0.670588 -3.326218 4.155894 0.0 -0.1 0.5 -0.09
C -1.106376 -2.005596 4.760720 0.5 -0.6 0.4 -0.28
O -0.218681 -1.022788 4.309092 0.0 0.2 0.3 -0.03
B -1.070271 0.107441 3.803686 0.0 0.0 0.0 -0.68
C -0.371683 1.016893 2.677159 0.3 -0.4 -0.1 -0.13
C 0.635661 2.070053 3.133291 -0.2 0.1 -0.3 -0.29
C 0.072176 3.152654 4.033373 0.2 -0.1 0.2 -0.56
Cl -0.721323 4.456458 3.056432 -0.1 0.0 0.1 0.51
O -2.214075 -0.696295 3.197014 -0.3 0.4 0.4 0.01
C -2.503790 -1.594702 4.189908 0.3 -0.1 -0.3 -0.36
O -3.263766 -1.049795 5.267430 -0.1 -0.2 0.1 -0.11
C -4.424045 -0.400042 4.823846 0.1 0.3 0.0 -0.18
C -5.447930 -0.213377 5.965530 0.0 -0.2 -0.1 -0.30
C -5.252609 -1.177787 7.148996 -0.4 0.1 0.1 -0.05
C -6.866043 -0.257846 5.359680 0.0 0.1 -0.1 -0.41
C -7.340270 -1.670617 4.990775 0.0 0.0 -0.1 -0.07
C -7.889765 0.472115 6.228186 -0.1 -0.1 -0.2 -0.08
H -1.429219 -5.094274 3.309218 1.0 -0.8 0.5 0.02
H -1.809516 -4.816685 5.133349 -1.3 0.5 -0.4 0.05
H 0.303953 -3.267113 3.674719 -0.7 0.3 -1.3 0.11
H -1.184074 -2.065970 5.859510 0.0 0.1 0.0 0.15
H -1.481213 0.756906 4.779802 -0.1 0.1 -0.1 0.12
H 0.176421 0.333108 2.017118 -0.1 0.0 -0.1 0.09
H -1.143189 1.482763 2.056407 -0.1 0.1 0.1 0.08
H 1.063429 2.580102 2.261121 0.2 -0.1 0.1 0.08
H 1.467383 1.581664 3.650832 -0.1 0.0 0.1 0.11
H -0.675155 2.772494 4.723219 -0.1 0.0 -0.1 0.05
H 0.857799 3.651290 4.597902 0.0 0.1 0.0 0.06
H -3.076782 -2.440813 3.784444 0.1 0.0 0.0 0.15
H -4.153170 0.588138 4.433626 -0.1 0.0 -0.1 0.13
H -4.875288 -0.937328 3.975660 0.0 -0.2 0.1 0.12
H -5.317785 0.802741 6.346673 0.0 0.0 0.0 0.13
H -6.194710 -1.651347 7.438633 0.0 0.0 0.0 0.06
H -4.536880 -1.962518 6.917855 0.0 0.0 0.0 0.08
H -4.911923 -0.637359 8.031968 0.2 -0.1 0.0 0.07
H -6.799687 0.297055 4.415328 0.0 0.1 0.1 0.13
H -8.431624 -1.712058 4.960798 0.0 0.0 0.0 0.07
H -6.994553 -2.424835 5.697937 -0.1 0.0 0.0 0.07
H -6.975703 -1.961763 4.005054 0.0 0.0 0.0 0.07
H -8.810750 0.628731 5.659595 0.0 0.0 0.1 0.07
H -8.156078 -0.101717 7.119334 0.1 0.1 0.1 0.08
H -7.517947 1.457727 6.513131 0.0 0.0 0.1 0.07
C 0.857927 -10.613444 -0.641478 0.0 0.0 0.0 -0.12
O 0.370824 -9.730029 -1.626886 0.0 0.0 0.1 -0.19
C -1.030046 -9.794332 -1.857003 -0.1 0.0 -0.1 -0.22
C -1.756553 -8.586334 -1.306206 0.0 0.0 0.1 -0.22
N -1.761521 -8.579940 0.147749 0.1 0.0 0.0 -0.05
C -2.238631 -7.343296 0.761307 0.0 -0.1 0.1 -0.20
C -1.502451 -6.042881 0.461977 0.0 0.2 0.0 -0.24
O -0.202654 -5.956077 1.014213 -0.1 -0.1 0.0 -0.19
C 0.820086 -6.595947 0.284055 0.1 0.1 0.0 -0.10
H 1.942810 -10.631906 -0.733706 0.0 0.0 0.0 0.09
H 0.604844 -10.292247 0.374964 0.0 0.0 0.0 0.08
H 0.474344 -11.628119 -0.790873 0.0 0.0 0.0 0.09
H -1.445191 -10.718331 -1.440686 0.0 0.0 0.1 0.12
H -1.173235 -9.817697 -2.940885 0.0 0.0 0.0 0.12
H -2.792253 -8.616983 -1.661237 0.0 0.0 0.0 0.12
H -1.286271 -7.692636 -1.738487 0.0 0.0 -0.1 0.11
H -0.827333 -8.771928 0.483820 0.0 0.0 0.0 0.07
H -2.212456 -7.488865 1.843847 0.0 0.0 0.0 0.12
H -3.290238 -7.209024 0.485399 0.0 0.0 0.0 0.12
H -2.072851 -5.238482 0.933690 0.0 0.0 0.0 0.12
H -1.469231 -5.816146 -0.611931 0.0 -0.1 0.0 0.11
H 0.643615 -6.542918 -0.794702 0.0 0.0 0.0 0.09
H 0.946470 -7.644240 0.575916 0.0 0.0 -0.1 0.07
H 1.751152 -6.075865 0.510107 0.0 0.0 0.0 0.09
C 0.330328 4.653667 -4.890704 0.0 0.0 -0.1 -0.11
O -0.283165 5.830837 -4.398315 0.0 -0.1 0.0 -0.19
C -1.342797 5.606100 -3.476111 -0.1 0.1 0.0 -0.21
C -0.933047 5.953154 -2.060016 0.1 0.0 0.1 -0.22
N 0.036422 5.003422 -1.543342 0.1 0.1 0.0 -0.04
C 0.680621 5.369486 -0.281814 -0.2 -0.3 -0.1 -0.20
C 1.498580 6.653343 -0.240481 0.0 0.0 0.1 -0.22
O 2.692618 6.613882 -1.010346 0.0 0.1 0.0 -0.18
C 2.514311 6.796901 -2.400772 0.2 0.0 0.1 -0.10
H 0.946081 4.938806 -5.742829 0.0 0.0 0.0 0.09
H 0.979585 4.182492 -4.147450 0.0 -0.1 0.0 0.07
H -0.417675 3.924960 -5.216537 0.0 0.0 0.0 0.09
H -1.693865 4.570770 -3.536303 0.1 0.0 0.0 0.11
H -2.166650 6.263148 -3.770242 0.0 0.0 0.0 0.12
H -1.819302 5.934317 -1.416316 0.0 0.0 0.0 0.12
H -0.560654 6.988530 -2.077618 -0.1 0.0 0.0 0.10
H 0.746197 4.839166 -2.242778 0.0 0.0 0.0 0.07
H 1.344849 4.543909 -0.013376 0.0 0.0 0.1 0.12
H -0.091347 5.398503 0.494996 0.1 0.1 0.0 0.07
H 1.819142 6.806813 0.791833 0.0 0.0 0.0 0.12
H 0.902094 7.530339 -0.524377 0.0 0.0 -0.1 0.11
H 1.705706 7.500944 -2.617208 -0.1 -0.1 0.0 0.09
H 2.326751 5.849240 -2.911385 -0.1 0.1 -0.1 0.07
H 3.442407 7.208116 -2.801382 0.0 0.0 0.1 0.08
C 1.692355 -2.598793 -1.858568 0.0 0.0 0.0 -0.13
O 0.293869 -2.712804 -1.746981 0.1 0.0 0.0 -0.20
C -0.232882 -2.359374 -0.463727 -0.1 -0.1 0.1 -0.19
C -0.967659 -1.040367 -0.483942 0.0 0.1 0.1 -0.20
N -0.057034 0.077774 -0.671176 0.0 -0.1 -0.2 -0.04
C -0.691353 1.371499 -0.878007 0.2 0.0 0.0 -0.19
C -1.571875 1.559603 -2.105627 -0.1 0.2 0.1 -0.21
O -0.872332 1.562875 -3.345509 0.0 0.0 0.0 -0.20
C -0.554894 0.290564 -3.865043 0.0 0.1 -0.1 -0.11
H 1.988608 -3.111534 -2.774203 0.0 0.0 0.0 0.08
H 2.027445 -1.556450 -1.923109 0.0 0.0 0.0 0.07
H 2.201350 -3.069674 -1.011009 0.0 0.0 0.0 0.08
H 0.563072 -2.343460 0.286455 0.0 0.0 0.0 0.13
H -0.939557 -3.143107 -0.183475 0.0 0.0 0.0 0.11
H -1.469148 -0.921795 0.483842 0.0 0.0 0.0 0.12
H -1.745053 -1.099164 -1.262152 0.0 0.0 0.0 0.11
H 0.580077 -0.113294 -1.431980 0.0 0.0 0.0 0.07
H 0.100074 2.123604 -0.934402 0.0 0.0 0.0 0.11
H -1.278355 1.608187 0.011085 -0.1 0.0 0.0 0.11
H -2.018366 2.553330 -2.021333 0.0 0.0 0.0 0.11
H -2.399326 0.840224 -2.150759 0.1 -0.1 0.0 0.11
H -1.328965 -0.447397 -3.633986 0.0 0.0 0.0 0.09
H 0.406524 -0.081811 -3.498234 0.0 -0.1 0.0 0.07
H -0.479649 0.391012 -4.949741 0.0 0.0 0.0 0.08
C 8.092526 5.221747 -2.435794 0.0 0.0 0.0 -0.11
O 8.231933 4.817454 -3.782642 0.0 0.0 0.1 -0.19
C 8.485767 3.432954 -3.974624 0.1 -0.1 -0.1 -0.22
C 7.281097 2.708779 -4.536802 -0.1 0.0 0.1 -0.22
N 6.210307 2.621066 -3.558519 0.0 0.2 -0.1 -0.05
C 4.928974 2.151599 -4.071160 0.0 -0.1 0.1 -0.20
C 4.246711 2.942056 -5.182992 -0.1 -0.1 -0.1 -0.22
O 3.765815 4.213859 -4.794385 0.0 0.1 0.0 -0.20
C 4.730000 5.249522 -4.767471 -0.1 0.0 0.1 -0.10
H 8.141819 6.309189 -2.420131 0.0 0.0 0.0 0.09
H 7.136116 4.915065 -1.999199 0.0 0.0 0.0 0.08
H 8.901339 4.823222 -1.815587 0.0 0.0 0.0 0.09
H 8.815002 2.967963 -3.039848 -0.1 0.0 0.0 0.12
H 9.303088 3.355117 -4.697145 0.0 0.0 0.0 0.12
H 7.585258 1.695109 -4.818980 0.0 0.0 0.0 0.12
H 6.983607 3.232252 -5.456576 0.0 0.0 0.0 0.10
H 6.079172 3.525344 -3.125893 0.0 0.0 0.0 0.07
H 4.238036 2.114832 -3.225607 0.0 0.0 0.0 0.12
H 5.055243 1.120605 -4.420247 0.0 0.0 0.0 0.12
H 3.361072 2.372585 -5.476943 0.0 0.0 0.0 0.12
H 4.874864 3.035883 -6.078524 0.1 0.0 0.1 0.11
H 5.474967 5.130135 -5.559533 0.0 0.0 0.0 0.09
H 5.232247 5.302923 -3.797463 0.1 0.0 -0.1 0.07
H 4.205056 6.192231 -4.919758 0.0 0.0 0.0 0.08
```
Positions in Å, forces in eV/Å.

Properties
2S+1 ... 1
Total charge ... -1
DFT total energy ... -81425.204 eV
HOMO ... -4.70 eV
LUMO ... 2.1 eV

***

(2)
# C37H85Br2F3NO9

A cluster of 9 separate species, C37H85Br2F3NO9 in total at a distorted geometry (wB97M-V/def2-TZVPD, the Open Molecules 2025 dataset).

Geometry as XYZ:
```
137
Properties=species:S:1:pos:R:3:forces:R:3:lowdin_spin:R:1
C -1.180540 -2.402464 0.163427 -0.1 -0.2 0.3 0.02
C 0.011076 -3.364499 0.170619 1.1 1.6 -0.4 0.03
C 1.221875 -2.560178 -0.362827 0.1 -0.5 -0.2 0.00
C 0.355060 -3.738717 1.595787 -0.4 -1.1 0.5 0.00
C -0.534098 -4.820073 2.212630 0.0 0.1 -0.7 0.00
C -0.145815 -5.181675 3.646550 0.3 0.2 -0.3 0.00
C 1.341232 -5.132567 4.023359 -0.2 -0.5 0.0 0.00
C 2.147481 -6.425401 3.771785 0.5 0.9 0.6 0.00
F 1.416242 -7.437115 3.302348 -0.5 -0.6 -0.4 0.00
Br 2.833066 -7.010861 5.533792 0.1 -0.1 -0.1 0.00
C 3.396127 -6.247651 2.858822 -0.6 -1.1 0.0 0.00
F 4.264555 -7.223586 3.086252 0.6 -0.8 0.1 0.00
F 4.013110 -5.128743 3.134467 0.4 1.4 0.2 0.00
Br 3.004527 -6.351404 0.969260 -0.2 0.2 -0.2 0.00
C -0.627775 -6.012435 1.260806 -0.1 0.5 0.4 0.00
C -0.994445 -5.627551 -0.169129 -0.3 -1.8 -0.5 0.03
C -0.705283 -6.880079 -1.036737 0.8 0.8 -0.1 0.01
C -2.519196 -5.350012 -0.258379 0.3 0.0 0.1 0.02
N -0.164088 -4.536314 -0.724698 -1.8 0.7 1.0 0.37
O -0.538129 -4.200752 -1.898160 0.6 -0.3 -0.4 0.52
H -0.847695 -1.501761 0.663521 0.1 0.2 0.2 0.00
H -2.025124 -2.769448 0.734758 -0.3 -0.2 -0.1 0.00
H -1.470273 -2.108175 -0.835027 -0.2 -0.2 -0.3 0.00
H 1.080193 -1.495499 -0.257554 0.0 0.2 0.0 0.00
H 1.441985 -2.786544 -1.399835 -0.2 0.0 -0.3 0.00
H 2.098708 -2.832389 0.205912 0.4 0.1 0.1 0.00
H 0.302203 -2.854688 2.222102 0.2 0.4 0.0 0.00
H 1.367719 -4.112888 1.613104 0.4 0.0 0.0 0.00
H -1.538759 -4.403482 2.257883 -0.3 0.1 0.1 0.00
H -0.653448 -4.482552 4.300701 0.0 0.2 0.2 0.00
H -0.534198 -6.158046 3.912666 -0.2 -0.3 0.0 0.00
H 1.880395 -4.293377 3.603913 -0.1 0.2 -0.2 0.00
H 1.371880 -4.990718 5.089701 0.0 0.2 0.3 0.00
H 0.253403 -6.638863 1.284082 0.4 0.1 0.0 0.00
H -1.444208 -6.634972 1.614463 -0.1 -0.3 0.0 0.00
H 0.306417 -6.766704 -1.416769 0.3 -0.2 -0.1 0.00
H -1.344799 -6.929540 -1.905532 -0.3 -0.2 -0.1 0.00
H -0.712267 -7.785400 -0.443856 -0.4 -0.2 0.0 0.00
H -2.994856 -6.193934 -0.736164 -0.1 -0.3 -0.2 0.00
H -2.958006 -5.296216 0.729726 -0.2 0.4 0.2 0.00
H -2.770073 -4.480600 -0.850070 0.0 0.3 0.0 0.00
C 3.913873 -2.528693 5.106600 -0.1 -0.2 -0.1 0.00
C 2.836740 -1.467449 4.941789 0.5 0.1 0.3 0.00
C 3.440417 -0.079312 4.801790 -0.2 -0.1 0.1 0.00
O 1.943167 -1.501887 6.058465 -0.2 -0.1 -0.1 0.00
H 4.504479 -2.349421 6.009319 0.0 0.1 0.0 0.00
H 3.466772 -3.518315 5.206556 0.0 0.0 0.0 0.00
H 4.587941 -2.537492 4.248147 0.0 0.0 0.0 0.00
H 2.235374 -1.692831 4.058057 -0.1 0.0 0.1 0.00
H 4.009908 0.185603 5.698020 0.1 -0.1 0.0 0.00
H 2.661898 0.671049 4.685698 0.1 -0.1 0.0 0.00
H 4.107086 -0.022645 3.939393 0.0 0.0 0.2 0.00
H 2.457125 -1.304058 6.850642 0.0 0.0 -0.1 0.00
C 3.919303 1.255737 -0.008303 -0.2 -0.3 -0.3 0.00
C 2.812290 0.896254 0.968209 0.5 0.3 0.2 0.00
C 2.881998 1.755182 2.222668 -0.3 0.0 -0.2 0.00
O 2.901152 -0.486515 1.321800 -0.2 -0.1 0.0 0.00
H 4.898251 1.087673 0.440768 0.0 0.1 0.1 0.00
H 3.859277 0.629547 -0.900861 -0.1 0.0 0.0 0.00
H 3.855870 2.300700 -0.308684 0.1 0.0 0.0 0.00
H 1.840630 1.028590 0.487831 0.0 -0.2 0.0 0.00
H 3.830417 1.602591 2.742537 -0.1 0.2 -0.2 0.00
H 2.084867 1.482658 2.917752 0.1 0.0 -0.2 0.00
H 2.789959 2.815532 1.981876 0.1 0.0 0.0 0.00
H 3.754960 -0.624588 1.749826 -0.1 0.1 -0.1 0.00
C 6.883385 5.116571 -0.275902 -0.1 -0.1 -0.2 0.00
C 5.782244 4.735189 0.701723 0.5 0.1 0.2 0.00
C 5.831016 5.593802 1.956590 -0.2 0.0 0.1 0.00
O 5.897370 3.356154 1.051532 -0.1 0.0 0.0 0.00
H 7.867097 4.964765 0.176933 0.0 0.1 0.1 0.00
H 6.837217 4.489862 -1.167177 0.0 0.0 0.0 0.00
H 6.799935 6.161156 -0.579527 0.0 0.0 0.0 0.00
H 4.809977 4.848668 0.219070 0.0 -0.1 0.0 0.00
H 6.782346 5.456519 2.477942 0.1 0.0 -0.1 0.00
H 5.038629 5.305337 2.648489 0.0 0.0 0.0 0.00
H 5.717169 6.652309 1.717536 0.0 0.0 0.0 0.00
H 6.751981 3.231692 1.482132 -0.1 0.1 0.0 0.00
C -0.917426 -2.948094 -4.707954 0.1 0.0 0.0 0.00
C -1.318568 -1.496630 -4.917106 -0.1 -0.5 -0.5 0.00
C -2.619282 -1.385148 -5.698020 -0.1 0.2 0.1 0.00
O -0.278750 -0.798751 -5.607317 0.0 0.2 0.2 0.00
H -0.756315 -3.443843 -5.670814 -0.1 0.0 0.0 0.00
H 0.015802 -3.011852 -4.151059 -0.1 0.0 0.1 0.00
H -1.683051 -3.496375 -4.159411 0.0 0.0 0.0 0.00
H -1.430457 -1.006359 -3.948823 0.1 0.1 0.0 0.00
H -2.512693 -1.830943 -6.691342 0.0 -0.1 0.0 0.00
H -2.890548 -0.338639 -5.843598 -0.1 0.0 0.1 0.00
H -3.436938 -1.887773 -5.179194 0.0 0.0 0.0 0.00
H -0.165358 -1.221015 -6.467004 0.0 0.0 0.1 0.00
C 0.991567 2.761019 6.706758 0.2 -0.1 0.0 0.00
C 2.194437 3.514220 6.161031 -0.6 0.1 -0.1 0.00
C 1.960084 5.016937 6.159710 0.2 0.1 0.0 0.00
O 2.479979 3.064928 4.835112 0.2 0.1 0.1 0.00
H 0.109106 2.939517 6.091969 0.0 0.1 0.0 0.00
H 1.180165 1.685110 6.694513 0.0 0.0 0.0 0.00
H 0.763196 3.063053 7.729287 -0.1 0.0 0.0 0.00
H 3.075776 3.283278 6.761992 0.1 -0.1 -0.1 0.00
H 1.106935 5.270486 5.524415 -0.1 -0.1 0.1 0.00
H 2.829581 5.539991 5.758858 0.0 0.0 0.0 0.00
H 1.763526 5.387926 7.166699 0.0 0.0 0.0 0.00
H 1.713236 3.260897 4.282877 0.0 0.0 0.1 0.00
C -5.148503 3.886819 -7.839517 -0.1 -0.1 0.4 0.00
C -4.373363 2.764170 -7.165922 -0.1 0.0 -0.6 0.00
C -3.093217 2.445452 -7.922876 0.2 -0.1 0.1 0.00
O -5.188181 1.593841 -7.082939 0.0 0.0 0.3 0.00
H -5.438685 3.604733 -8.848804 0.1 0.0 -0.1 0.00
H -6.066229 4.098949 -7.287031 0.1 0.0 0.1 0.00
H -4.555801 4.800139 -7.894443 0.0 0.0 -0.1 0.00
H -4.131024 3.047028 -6.140254 -0.1 -0.2 0.1 0.00
H -3.319787 2.113779 -8.940151 -0.1 0.1 0.0 0.00
H -2.550040 1.635796 -7.433207 0.0 0.0 0.0 0.00
H -2.438812 3.316698 -7.981994 0.0 0.0 0.0 0.00
H -5.412054 1.328383 -7.982848 0.0 0.0 0.1 0.00
C -2.944671 0.979212 5.140783 0.1 0.1 -0.1 0.00
C -2.194381 0.953065 6.463844 -0.5 0.0 0.0 0.00
C -2.917687 0.101060 7.495114 0.1 0.0 0.1 0.00
O -2.032766 2.284265 6.958649 0.1 0.0 0.0 0.00
H -3.939957 1.413212 5.272101 0.0 -0.1 0.1 0.00
H -2.416072 1.596689 4.413264 0.0 0.0 0.0 0.00
H -3.056776 -0.024846 4.729098 0.0 0.0 0.0 0.00
H -1.188918 0.560228 6.305928 0.1 0.1 0.0 0.00
H -3.912184 0.507794 7.699790 0.0 0.0 -0.1 0.00
H -2.369782 0.095513 8.437893 0.0 0.0 0.0 0.00
H -3.028868 -0.928098 7.150802 0.0 0.0 0.0 0.00
H -2.911269 2.654437 7.107709 0.1 -0.1 0.0 0.00
C -6.449594 6.463871 -12.364861 0.0 -0.2 -0.1 0.00
C -6.705371 5.857994 -10.993059 0.2 0.5 0.0 0.00
C -7.273378 6.888271 -10.028712 -0.1 -0.1 0.1 0.00
O -5.495114 5.314822 -10.464721 -0.1 -0.1 -0.2 0.00
H -5.718811 7.274369 -12.295439 -0.1 0.1 0.1 0.00
H -6.038824 5.715046 -13.042821 0.0 0.0 0.0 0.00
H -7.367318 6.862195 -12.800237 0.0 0.0 0.0 0.00
H -7.400658 5.022663 -11.086770 0.1 -0.1 0.1 0.00
H -6.567321 7.711421 -9.887699 0.0 0.0 -0.1 0.00
H -7.447739 6.440201 -9.049739 0.0 0.0 0.0 0.00
H -8.214686 7.299265 -10.396577 0.0 0.0 0.0 0.00
H -4.862465 6.037566 -10.372872 -0.1 -0.1 0.0 0.00
```
Positions in Å, forces in eV/Å.

Properties
2S+1 ... 2
<S²> ... 0.754
DFT total energy ... -207900.236 eV
HOMO (spin up / spin down) ... -8.37 / -9.36 eV
LUMO (spin up / spin down) ... 0.4 / 0.3 eV